Computed, not measured: 6 unconnected molecules or ions with the total composition C30H69N3O6S3 at a distorted geometry, with ωB97M-V with the def2-TZVPD basis set.

```
111
Properties=species:S:1:pos:R:3:lowdin_charge:R:1
C 13.06563 7.18564 9.78492 -0.073
C 13.83382 8.21542 8.98458 -0.256
N 14.23111 9.38036 9.75802 -0.185
C 13.12175 10.15757 10.29167 -0.248
C 12.07433 10.58156 9.25967 -0.097
C 15.25062 10.22110 9.12742 -0.232
C 16.62486 9.54046 9.11939 -0.077
H 13.68035 6.87269 10.62811 0.042
H 12.85514 6.33752 9.12605 0.081
H 12.06368 7.48764 10.09203 0.070
H 14.68136 7.80342 8.43828 0.093
H 13.17775 8.59268 8.17995 0.111
H 12.58535 9.58436 11.05395 0.102
H 13.39238 11.06441 10.83416 0.112
H 11.33204 11.20538 9.78194 0.074
H 12.40765 11.28419 8.49491 0.074
H 11.44084 9.77368 8.89395 0.065
H 15.32237 11.06648 9.81399 0.104
H 14.97520 10.52590 8.11090 0.122
H 16.99076 9.36493 10.12583 0.063
H 17.29963 10.16477 8.52893 0.059
H 16.49763 8.62988 8.52782 0.044
C 21.46251 8.89551 8.31740 -0.070
C 21.60076 10.30174 8.96028 -0.228
N 20.77328 11.25076 8.21697 -0.191
C 19.85128 11.99543 9.08344 -0.263
C 20.56226 12.92055 10.09555 -0.087
C 21.40494 12.17493 7.26443 -0.237
C 21.68649 11.47804 5.91658 -0.076
H 22.51805 8.68446 8.08736 0.070
H 20.92674 8.88945 7.37659 0.040
H 21.18051 8.00947 8.88816 0.043
H 21.28395 10.28700 10.00677 0.098
H 22.66644 10.54193 9.03902 0.113
H 19.14109 12.56963 8.48553 0.111
H 19.19487 11.34021 9.66646 0.086
H 19.86197 13.38860 10.78586 0.063
H 21.32856 12.34230 10.61148 0.064
H 21.07754 13.72105 9.55960 0.067
H 22.38381 12.40639 7.70493 0.108
H 20.79769 13.05612 7.09442 0.112
H 21.93011 10.42189 6.01101 0.056
H 22.40436 12.02149 5.30477 0.068
H 20.75249 11.45557 5.34254 0.067
C 16.34181 6.60602 11.41160 -0.084
C 17.63733 5.94411 11.89709 -0.238
N 18.48831 5.55843 10.78054 -0.196
C 17.85181 4.53177 9.98887 -0.262
C 17.70441 3.15902 10.70661 -0.088
C 19.87313 5.29871 11.18617 -0.244
C 20.58809 6.62465 11.46623 -0.087
H 16.51140 7.22278 10.53092 0.056
H 15.88151 7.29210 12.12108 0.049
H 15.59500 5.84366 11.16765 0.048
H 18.15494 6.79695 12.35495 0.100
H 17.48856 5.23930 12.72249 0.121
H 16.85778 4.71281 9.58036 0.101
H 18.43689 4.31335 9.09003 0.100
H 18.43524 2.86767 11.46321 0.064
H 16.72423 3.00810 11.17104 0.061
H 17.73430 2.33175 9.98747 0.067
H 20.37096 4.68266 10.43583 0.115
H 19.91433 4.64437 12.06899 0.107
H 20.65728 6.89171 12.51803 0.066
H 19.99559 7.42348 11.01272 0.061
H 21.53639 6.61200 10.92974 0.064
C 18.81083 7.14950 6.26563 -0.213
C 17.62725 6.25846 6.68727 -0.201
C 16.42394 6.56470 5.77980 -0.220
S 16.82501 8.05649 4.84667 0.687
O 15.81282 9.09551 4.98533 -0.344
O 17.24033 7.64326 3.50678 -0.333
C 18.29464 8.53680 5.82545 -0.197
H 19.31536 6.78324 5.36614 0.115
H 19.59466 7.07206 7.01686 0.093
H 17.45893 6.44901 7.74635 0.092
H 17.86034 5.20768 6.52956 0.111
H 15.44288 6.75005 6.22768 0.088
H 16.14257 5.74230 5.12111 0.103
H 17.95983 9.17974 6.63493 0.074
H 18.85137 9.07400 5.06104 0.099
C 13.43005 5.52298 13.25908 -0.255
C 13.26982 4.24259 14.07588 -0.196
C 12.43023 4.62590 15.30597 -0.222
S 11.50672 6.13250 14.89139 0.682
O 12.04286 7.23864 15.67052 -0.338
O 10.08494 5.95692 15.08631 -0.332
C 12.10643 6.22979 13.15617 -0.213
H 13.73666 5.33779 12.22439 0.089
H 14.21312 6.18395 13.63693 0.121
H 14.26330 3.95216 14.40628 0.112
H 12.75719 3.46435 13.51164 0.117
H 13.10054 4.67043 16.16442 0.105
H 11.66579 3.93919 15.67532 0.097
H 12.00192 7.23130 12.75508 0.100
H 11.37634 5.58481 12.65302 0.110
C 18.67077 11.57615 13.15298 -0.194
C 19.09088 10.53536 14.25832 -0.204
C 17.93577 10.51020 15.25298 -0.212
S 16.45418 10.30404 14.18292 0.674
O 15.31160 10.98553 14.72991 -0.320
O 16.38967 8.94422 13.71848 -0.317
C 17.15480 11.42000 12.93276 -0.218
H 19.18178 11.24365 12.24885 0.085
H 19.01916 12.58443 13.36083 0.110
H 19.95649 10.89997 14.80679 0.112
H 19.24478 9.59549 13.73520 0.106
H 17.85375 11.48015 15.73563 0.110
H 17.90488 9.63560 15.90048 0.104
H 16.58084 12.34739 12.95509 0.101
H 16.92122 11.10704 11.91071 0.081
```

Properties
- Kohn-Sham gap (eV) = 8.62
- molar mass (g mol⁻¹) = 664.10
- E_LUMO (eV) = 0.39
- SMILES = O=S1(=O)CCCC1.O=S1(=O)CCCC1.O=S1(=O)CCCC1.CCN(CC)CC.CCN(CC)CC.CCN(CC)CC
- energy (a.u.) = -2994.55233
- relative energy (zero: lowest compared OMol25 entry of this formula, charge and spin) (kJ/mol) = 148.5


Computed, not measured: 6 unconnected molecules or ions with the total composition C30H69N3O6S3 at a distorted geometry, with ωB97M-V with the def2-TZVPD basis set.

```
111
Properties=species:S:1:pos:R:3:lowdin_charge:R:1
C 1.93348 3.81209 -0.30838 -0.078
C 2.45464 2.48817 0.22253 -0.253
N 1.74422 2.03572 1.40696 -0.187
C 1.85093 2.94008 2.52274 -0.260
C 3.26355 3.35743 2.96381 -0.085
C 1.99914 0.64635 1.78461 -0.232
C 1.37280 -0.38740 0.84329 -0.076
H 0.86516 3.73739 -0.49534 0.052
H 2.45833 4.04304 -1.24154 0.080
H 2.16636 4.66395 0.33141 0.067
H 2.46717 1.70496 -0.53294 0.093
H 3.52413 2.62292 0.48013 0.116
H 1.30358 3.86244 2.29651 0.102
H 1.33499 2.54843 3.40098 0.110
H 3.15651 3.97583 3.86747 0.075
H 3.89396 2.53554 3.30497 0.071
H 3.77067 4.02426 2.26781 0.063
H 1.49643 0.54925 2.75013 0.104
H 3.07516 0.43627 1.88656 0.122
H 0.28819 -0.32617 0.84113 0.062
H 1.71796 -1.37593 1.15819 0.059
H 1.79405 -0.23955 -0.15276 0.045
C 0.14615 -4.94340 -0.87003 -0.068
C -0.24061 -5.14903 0.61602 -0.232
N 0.85428 -4.86554 1.52584 -0.196
C 0.52473 -3.92995 2.57671 -0.273
C -0.52617 -4.42622 3.57653 -0.086
C 1.56499 -6.03745 2.03705 -0.254
C 2.57974 -6.55761 1.03525 -0.079
H -0.03192 -5.91638 -1.35110 0.073
H 1.20428 -4.73659 -0.99366 0.041
H -0.43936 -4.26611 -1.49165 0.042
H -1.08104 -4.50051 0.87854 0.101
H -0.64170 -6.16373 0.72687 0.113
H 1.43643 -3.65270 3.11336 0.115
H 0.17716 -2.97877 2.15255 0.091
H -0.80827 -3.65473 4.29226 0.064
H -1.39779 -4.79144 3.03205 0.067
H -0.12777 -5.27086 4.14426 0.069
H 0.82346 -6.83908 2.19214 0.112
H 2.06341 -5.78529 2.96814 0.114
H 2.22015 -6.48431 0.01068 0.058
H 2.91061 -7.56788 1.27318 0.072
H 3.47053 -5.91822 1.05952 0.073
C -1.04774 1.37887 -1.38834 -0.084
C -2.06561 0.51831 -2.10141 -0.249
N -1.43168 -0.49861 -2.92018 -0.201
C -0.65419 0.07093 -3.98784 -0.276
C -1.44211 0.80343 -5.08639 -0.085
C -2.34456 -1.53175 -3.34479 -0.259
C -2.70378 -2.49757 -2.20542 -0.083
H -0.21226 0.77007 -1.04540 0.055
H -1.43101 1.86417 -0.49247 0.048
H -0.65708 2.16172 -2.04332 0.063
H -2.56853 -0.02473 -1.28783 0.106
H -2.86788 1.10305 -2.57840 0.125
H 0.12221 0.77026 -3.67390 0.100
H -0.08869 -0.71647 -4.50102 0.104
H -2.44746 0.42994 -5.28458 0.065
H -1.52871 1.88003 -4.90448 0.067
H -0.91317 0.74717 -6.04408 0.071
H -1.90899 -2.05411 -4.19967 0.116
H -3.26793 -1.09013 -3.76135 0.110
H -3.67587 -2.29918 -1.75987 0.065
H -1.96744 -2.36522 -1.40714 0.061
H -2.60566 -3.52858 -2.54192 0.063
C 2.73081 -2.73691 -2.48495 -0.226
C 2.64869 -1.29058 -3.00316 -0.203
C 3.94000 -0.57459 -2.65274 -0.224
S 4.82774 -1.61984 -1.50809 0.643
O 5.17274 -0.92422 -0.30404 -0.320
O 5.84482 -2.31371 -2.23535 -0.306
C 3.46953 -2.75854 -1.18612 -0.225
H 3.32614 -3.36949 -3.15537 0.123
H 1.74592 -3.19871 -2.51541 0.097
H 1.76829 -0.82476 -2.55888 0.095
H 2.55099 -1.28465 -4.08710 0.114
H 3.85648 0.40414 -2.17147 0.091
H 4.56626 -0.33853 -3.51284 0.107
H 2.91449 -2.36971 -0.33705 0.078
H 4.01049 -3.67216 -0.94848 0.107
C -1.59749 5.46078 -0.88606 -0.237
C -2.44153 6.40765 -1.74293 -0.195
C -3.00678 7.47090 -0.77677 -0.223
S -1.96759 7.50190 0.68935 0.655
O -2.69114 6.93431 1.80026 -0.319
O -1.40823 8.81338 0.88507 -0.326
C -0.77174 6.30849 0.06311 -0.230
H -0.90959 4.85818 -1.48187 0.097
H -2.19448 4.72420 -0.34455 0.123
H -3.26194 5.83385 -2.16589 0.111
H -1.84128 6.88253 -2.51671 0.115
H -4.04950 7.25270 -0.55227 0.104
H -3.03205 8.50292 -1.13032 0.098
H -0.21977 5.86911 0.88650 0.099
H -0.09121 6.95285 -0.50692 0.111
C -2.76005 -1.31464 3.32673 -0.202
C -4.08060 -1.04945 2.54540 -0.207
C -4.53113 0.34931 2.93148 -0.228
S -3.03765 1.31354 2.76305 0.656
O -3.01040 2.39924 3.70515 -0.312
O -2.79425 1.54039 1.36434 -0.314
C -1.99183 -0.00209 3.39516 -0.220
H -2.19178 -2.02035 2.71874 0.091
H -2.92994 -1.78982 4.28967 0.114
H -4.85624 -1.74195 2.86602 0.114
H -3.84792 -1.13239 1.48648 0.109
H -4.80125 0.38530 3.98451 0.114
H -5.25487 0.80280 2.25787 0.111
H -1.67172 0.29657 4.39398 0.105
H -1.03395 -0.04880 2.86956 0.086
```

Properties
- Kohn-Sham gap (eV) = 8.63
- molar mass (g mol⁻¹) = 664.10
- E_LUMO (eV) = 0.38
- SMILES = O=S1(=O)CCCC1.O=S1(=O)CCCC1.O=S1(=O)CCCC1.CCN(CC)CC.CCN(CC)CC.CCN(CC)CC
- energy (a.u.) = -2994.60888
- relative energy (zero: lowest compared OMol25 entry of this formula, charge and spin) (kJ/mol) = 0.0